Formula: C7H14Cl14F24P4V
Source: the Open Molecules 2025 dataset
Level of theory: ωB97M-V/def2-TZVPD

Properties
- orbital gap (alpha / beta) (eV) = 8.556 / 8.811
- net charge = -2
- HOMO (alpha / beta) (eV) = -5.1 / -5.3
- spin multiplicity = 4

The geometry in XYZ format:
```
64
Properties=species:S:1:pos:R:3:forces:R:3
V -0.1715 0.1417 -0.8634 0.6 0.3 -0.1
P 4.5272 -2.3738 1.5118 -3.4 2.5 -1.0
F 6.0925 -2.6899 1.5573 -0.1 -0.5 0.3
F 4.7405 -1.4216 0.1892 -0.1 -1.9 -1.1
F 4.1304 -3.7166 0.6777 1.2 0.5 -0.4
F 2.9198 -2.0116 1.5603 -0.1 0.4 -1.1
F 4.1534 -3.1693 2.8464 1.8 -0.5 1.4
F 4.7079 -0.9217 2.2197 1.1 -0.4 2.3
P -0.2083 -2.5129 0.2032 3.0 -4.0 1.9
F 0.2721 -1.9206 -1.2354 -0.4 0.0 -1.0
F 0.4504 -1.1777 0.8163 0.6 0.7 0.8
F -1.5368 -1.5528 0.0458 -1.2 -0.6 -0.3
F -0.6564 -2.9581 1.7244 -0.1 0.1 -1.9
F -0.8258 -3.8085 -0.5536 -0.8 1.3 0.9
F 1.2297 -3.3681 0.3105 -2.5 1.5 0.0
P 2.5582 1.4098 -0.4295 5.5 1.2 0.8
F 2.7261 2.9175 0.1079 0.3 1.0 -0.1
F 1.1142 1.4300 0.2369 -3.5 0.1 0.9
F 1.9453 2.0414 -1.7755 0.2 -0.5 -0.4
F 2.1578 -0.0648 -0.9095 0.8 -0.5 -0.8
F 4.1431 1.3671 -0.9474 -2.2 0.2 -1.1
F 3.1754 0.9162 0.9420 -0.8 -0.7 0.5
P -1.1226 0.9992 -3.3986 -0.8 1.3 -3.6
F -1.1253 0.2997 -4.8338 0.4 -0.9 0.2
F -2.5670 1.5897 -3.7882 -0.3 0.0 1.0
F -1.7322 -0.2987 -2.6480 -0.8 -0.2 0.1
F -1.1850 1.7305 -1.9226 0.3 0.4 0.3
F 0.3137 0.3576 -3.0318 0.7 0.3 0.5
F -0.4310 2.2941 -4.0974 0.0 -0.4 1.3
C 1.3247 4.7546 2.6384 0.3 0.3 -0.1
Cl 0.2191 4.5801 1.2441 0.5 0.0 0.7
Cl 0.4540 5.0324 4.1855 0.1 -0.1 -0.4
H 1.9732 3.8903 2.7820 -0.5 -0.2 -0.3
H 1.9717 5.6142 2.4636 -0.4 0.0 0.0
C -2.5640 2.7230 2.4844 -0.6 0.0 0.6
Cl -3.0578 2.0968 4.1110 0.1 -0.2 -0.6
Cl -1.8853 1.4733 1.3957 -0.1 0.6 0.8
H -3.4649 3.0867 1.9903 0.2 -0.1 0.1
H -1.9162 3.5478 2.7813 0.4 -0.4 -0.8
C 3.5581 -2.2627 -3.6628 0.1 0.3 0.7
Cl 2.6182 -2.8659 -2.2642 0.3 -0.2 -1.2
Cl 4.8982 -1.3531 -2.9692 0.7 0.3 -0.2
H 3.9679 -3.0697 -4.2702 -0.3 0.0 0.2
H 3.0203 -1.5309 -4.2656 -0.4 -0.4 0.2
C -3.3391 -3.5517 -3.9439 0.3 0.2 -0.1
Cl -1.7622 -2.8325 -4.3743 -0.5 -0.5 0.0
Cl -3.7688 -3.1321 -2.2639 -0.1 -0.1 -0.4
H -4.0805 -3.1649 -4.6430 0.1 0.2 0.3
H -3.3047 -4.6367 -4.0431 0.2 0.2 0.2
C -4.8779 2.7755 -1.8762 -0.2 -0.5 -0.3
Cl -4.5992 1.0946 -1.4896 -0.1 -0.8 0.2
Cl -3.9443 3.7864 -0.7721 -0.1 0.4 -0.2
H -4.5600 2.8844 -2.9131 0.1 0.4 0.3
H -5.9486 2.9412 -1.7565 0.3 0.3 0.0
C 2.4607 1.2373 5.1365 -0.6 0.2 -0.4
Cl 1.4878 1.4803 3.6239 0.4 -0.4 0.8
Cl 2.4165 -0.4446 5.7576 0.1 0.8 -0.4
H 3.4714 1.5635 4.8913 -0.1 -0.5 0.1
H 2.0198 1.8821 5.8969 0.1 -0.2 -0.1
C -4.3833 -2.2926 1.8638 0.3 0.5 0.7
Cl -4.8325 -0.5547 1.8276 0.1 -0.6 -0.2
Cl -5.7817 -3.2987 2.3281 0.2 0.0 -0.4
H -3.9234 -2.5761 0.9171 -0.4 0.0 0.1
H -3.6630 -2.4054 2.6740 0.0 0.0 -0.3
```
Positions in Å, forces in eV/Å.



Formula: C4H6OS
Source: the Open Molecules 2025 dataset
Level of theory: ωB97M-V/def2-TZVPD

Properties
- orbital gap (eV) = 7.354
- net charge = 0
- HOMO (eV) = -8.1
- relative energy (zero: lowest compared OMol25 entry of this formula, charge and spin) (kJ/mol) = 415.1
- spin multiplicity = 1

The geometry in XYZ format:
```
12
Properties=species:S:1:pos:R:3:forces:R:3
C 1.9392 0.3255 -0.4444 0.9 1.1 -0.8
C 1.5163 -0.2509 0.6961 1.6 0.7 1.7
C -0.9673 0.3733 0.0332 4.1 2.2 2.2
C -1.9937 -0.5016 -0.2202 -2.8 -2.7 -1.5
O 0.4013 -0.8892 0.8192 -2.0 1.1 -0.7
S -0.4857 1.8649 0.1181 -0.8 -1.6 -0.3
H 2.9468 0.8114 -0.4408 -1.1 -0.4 -0.1
H 1.2917 0.4459 -1.3691 1.2 -0.6 1.2
H 2.1214 -0.0161 1.7107 -1.1 -0.8 -2.3
H -2.4743 -0.8265 0.7764 0.5 0.6 -1.6
H -1.6544 -1.4849 -0.7670 -0.5 2.0 1.1
H -2.6414 0.1483 -0.9120 0.0 -1.5 1.1
```
Positions in Å, forces in eV/Å.



Formula: C4H9N3S
Source: the Open Molecules 2025 dataset
Level of theory: ωB97M-V/def2-TZVPD

Properties
- orbital gap (eV) = 9.686
- net charge = 0
- HOMO (eV) = -9.1
- relative energy (zero: lowest compared OMol25 entry of this formula, charge and spin) (kJ/mol) = 507.0
- SMILES = C=N/N=C(/CN)CS
- spin multiplicity = 1

The geometry in XYZ format:
```
17
Properties=species:S:1:pos:R:3:forces:R:3
C 0.6518 1.1120 -2.3367 3.2 -0.1 3.1
N 1.3860 0.4663 -1.3842 -4.4 0.8 -1.8
N 0.6761 -0.7222 -0.9672 0.0 -1.2 0.3
C 0.2504 -0.8268 0.2649 4.4 7.3 -5.0
C -0.6157 -1.7112 0.7944 -4.7 -3.9 5.5
N -1.2134 -2.8725 0.2554 2.3 -2.7 -0.7
C 0.4708 0.4590 1.1056 -0.8 -2.6 3.2
S -0.5403 1.9464 0.8435 0.4 0.2 1.1
H -0.2823 0.5875 -2.8329 1.8 1.6 1.1
H 1.1480 2.2637 -2.3752 -1.9 -3.4 -0.9
H -1.5107 -1.0101 0.9793 1.0 -0.9 0.6
H -0.2554 -2.1755 1.8711 -0.5 2.0 -2.1
H -0.5597 -3.4900 -0.2579 0.1 0.4 0.9
H -1.8725 -2.7747 -0.4336 -2.3 1.2 -1.8
H 1.5200 0.6630 0.8935 0.0 0.4 0.9
H 0.1214 0.0851 2.2574 1.8 1.2 -2.9
H -0.1483 2.4093 2.1049 -0.6 -0.2 -1.3
```
Positions in Å, forces in eV/Å.



Formula: C24H42N6O6
Source: the Open Molecules 2025 dataset
Level of theory: ωB97M-V/def2-TZVPD

Properties
- orbital gap (eV) = 9.817
- net charge = 0
- HOMO (eV) = -9.2
- relative energy (zero: lowest compared OMol25 entry of this formula, charge and spin) (kJ/mol) = 10.9
- SMILES = C[C@H](O)[C@@H](C(=O)N1CCN(C(=O)OC(C)(C)C)CC1)n1cc(CCCCNC(=O)OC(C)(C)C)nn1
- spin multiplicity = 1

The geometry in XYZ format:
```
78
Properties=species:S:1:pos:R:3:forces:R:3
C -4.3420 -4.5530 0.1052 -0.1 0.3 0.0
C -4.6758 -3.0642 0.2164 0.5 -0.3 0.4
O -5.3732 -2.5993 -0.9014 -0.2 0.2 -0.5
C -3.3766 -2.2506 0.4787 -0.3 -0.5 -0.1
C -2.4695 -2.2079 -0.7627 0.1 0.1 0.4
O -2.8637 -2.5955 -1.8566 -0.2 -0.2 -0.3
N -1.2425 -1.6918 -0.6151 0.1 -0.1 -0.3
C -0.4174 -1.6377 -1.8184 0.1 0.1 -0.4
C 0.8064 -0.7681 -1.5886 0.0 0.0 -0.2
N 1.5721 -1.2966 -0.4834 0.0 0.0 0.1
C 2.9138 -1.4461 -0.5947 -0.3 0.1 0.0
O 3.5402 -1.0830 -1.5660 0.4 0.1 -0.2
O 3.4122 -2.0381 0.5029 -0.1 0.0 0.1
C 4.8361 -2.2658 0.6283 0.7 -0.1 0.0
C 5.3256 -3.1984 -0.4792 -0.2 0.2 0.0
C 5.5907 -0.9373 0.6001 -0.3 -0.1 -0.1
C 4.9828 -2.9351 1.9958 -0.2 0.2 -0.4
C 0.8247 -1.7627 0.6660 -0.1 -0.2 0.4
C -0.6038 -1.2303 0.6019 0.3 0.1 0.5
N -3.6869 -0.9040 0.8737 -0.4 0.7 -0.1
C -4.3901 0.0267 0.1901 0.0 0.5 0.3
C -4.3633 1.1404 1.0060 -0.2 -0.5 -0.5
C -4.9591 2.4895 0.8108 -0.1 0.0 -0.2
C -4.6396 3.1152 -0.5506 0.1 0.2 0.2
C -3.1862 3.5638 -0.7074 -0.1 -0.3 -0.1
C -2.2034 2.4035 -0.8657 0.0 0.0 0.1
N -0.8682 2.8746 -1.1549 0.0 0.3 -0.2
C 0.1745 2.6704 -0.3136 -0.2 0.0 -0.4
O 0.1403 1.9020 0.6216 0.2 -0.1 0.4
O 1.2252 3.3987 -0.7152 0.1 0.1 -0.1
C 2.4730 3.3685 0.0234 0.5 0.0 0.4
C 3.3920 4.2967 -0.7709 -0.4 -0.2 0.1
C 3.0510 1.9555 0.0661 -0.3 0.2 -0.1
C 2.2486 3.9092 1.4356 -0.2 -0.1 -0.3
N -3.6610 0.8148 2.1124 -0.1 0.6 0.3
N -3.2637 -0.3976 2.0277 0.6 -0.9 0.5
H -5.2558 -5.1083 -0.0889 -0.1 -0.1 0.0
H -3.6532 -4.7199 -0.7196 0.1 -0.1 -0.1
H -3.8967 -4.9177 1.0268 0.1 -0.1 0.1
H -5.3459 -2.9009 1.0705 0.2 0.0 -0.1
H -4.7714 -2.7058 -1.6606 0.0 0.0 0.2
H -2.8507 -2.7121 1.3204 -0.1 0.1 -0.1
H -0.1128 -2.6556 -2.0891 0.0 0.1 -0.1
H -1.0250 -1.2462 -2.6392 0.1 -0.1 0.1
H 0.5054 0.2647 -1.3844 0.0 0.0 -0.1
H 1.4515 -0.7740 -2.4697 -0.2 0.0 0.1
H 5.2043 -2.7224 -1.4481 0.0 0.0 0.0
H 4.7550 -4.1247 -0.4673 0.0 -0.1 0.0
H 6.3760 -3.4293 -0.3263 0.1 -0.1 0.1
H 5.2100 -0.2778 1.3770 0.0 0.1 0.1
H 6.6488 -1.1134 0.7718 0.1 0.0 0.1
H 5.4624 -0.4566 -0.3654 0.1 0.0 0.0
H 4.6019 -2.2794 2.7742 0.0 0.1 0.1
H 6.0285 -3.1511 2.1930 0.1 0.0 0.0
H 4.4176 -3.8630 2.0195 0.0 -0.1 0.0
H 1.3038 -1.4052 1.5809 -0.1 -0.1 0.0
H 0.8213 -2.8610 0.6904 0.0 0.1 0.1
H -1.1516 -1.5658 1.4805 0.1 0.0 -0.1
H -0.5760 -0.1349 0.6279 -0.1 -0.2 0.1
H -4.8454 -0.1814 -0.7535 -0.1 -0.1 -0.2
H -6.0459 2.4060 0.9068 0.0 0.1 0.1
H -4.6001 3.1335 1.6150 -0.1 0.0 0.0
H -4.8900 2.4091 -1.3450 -0.1 0.0 -0.1
H -5.2789 3.9920 -0.6747 0.0 -0.1 -0.1
H -3.1135 4.1981 -1.5959 0.0 0.1 0.0
H -2.8937 4.1630 0.1570 0.1 0.1 0.0
H -2.1323 1.8330 0.0610 0.0 -0.1 -0.2
H -2.5378 1.7393 -1.6723 0.0 0.0 0.1
H -0.7524 3.5773 -1.8682 0.1 0.0 0.1
H 2.9514 5.2878 -0.8414 0.0 0.1 0.0
H 3.5338 3.9076 -1.7755 0.1 0.0 -0.1
H 4.3574 4.3712 -0.2799 0.1 0.0 0.1
H 4.0393 1.9861 0.5162 0.2 0.0 0.0
H 3.1375 1.5449 -0.9374 0.1 -0.1 -0.1
H 2.4142 1.3037 0.6573 0.0 -0.1 0.0
H 1.8226 4.9094 1.3911 0.0 0.1 0.0
H 1.5678 3.2608 1.9807 0.0 0.0 0.1
H 3.1954 3.9527 1.9663 0.1 0.0 0.0
```
Positions in Å, forces in eV/Å.



Number 1: M 1225.32 g/mol, maximum force 5.7 eV/Å. Number 2: M 102.16 g/mol, maximum force 5.2 eV/Å. Number 3: M 131.20 g/mol, maximum force 9.9 eV/Å. Number 4: M 510.64 g/mol, maximum force 1.2 eV/Å.